1.
A cluster of 2 separate species, C5H8N2S in total in a non-equilibrium geometry, computed with ωB97M-V with the def2-TZVPD basis set.

Geometry as XYZ:
```
16
C5H8N2S, DFT ωB97M-V with the def2-TZVPD basis set
H 1.08927 0.04520 -1.71510
H 2.76240 -0.08652 0.97308
C 2.10509 -0.48075 0.13196
H 1.00482 1.84448 1.00615
N -1.70337 -0.38737 -0.05851
H 2.52953 1.29252 -1.14261
H -2.95632 -1.05868 -0.32232
N -0.74120 1.74759 0.00684
C 1.69810 0.62850 -0.84604
C 0.69162 -0.26900 0.82807
H -2.75458 1.21528 -0.15210
S -0.44658 -1.38589 -0.13574
H 2.26631 -1.64906 -0.11952
C 0.57858 1.11276 0.25484
C -1.75262 0.89447 -0.02002
H 0.39113 -0.26637 1.91302
```

Summary:
- orbital gap (eV) = 7.50
- multiplicity = 1

Atomic partial charges in e from the Löwdin method, atoms 1 to 8: number 1, H, carries 0.13; number 2, H, carries 0.12; number 3, C, carries -0.22; number 4, H, carries 0.15; number 5, N, carries -0.45; number 6, H, carries 0.09; number 7, H, carries 0.29; number 8, N, carries 0.05

***

2.
The ion C5H8N3O with charge +1 in a non-equilibrium geometry, computed with ωB97M-V with the def2-TZVPD basis set.

Geometry as XYZ:
```
17
C5H8N3O, DFT ωB97M-V with the def2-TZVPD basis set
H 0.80253 -2.58600 -0.14933
C -1.58206 1.41939 -0.30831
C 2.34240 0.50075 0.40401
H 3.22917 0.02924 0.61561
O 1.54036 -0.46356 -0.22083
C -0.20098 1.14905 -0.45049
C -2.39413 0.36236 0.04345
H -3.38944 0.53707 0.29493
C -0.66412 -1.12093 -0.12727
H -2.01951 2.51473 -0.36638
N 0.22695 -0.11262 -0.29548
H 2.52957 1.28597 -0.20549
H -0.85224 -3.22767 0.15290
H 0.57921 1.96678 -0.61569
N -1.93012 -0.86178 0.05821
H 2.08301 1.01258 1.33994
N -0.30058 -2.40535 -0.16979
```

Summary:
- orbital gap (eV) = 9.42
- charge = +1
- SMILES string = COn1cccnc1=[NH2+]
- multiplicity = 1

Atomic partial charges in e from the Löwdin method, atoms 1 to 8: number 1, H, carries 0.19; number 2, C, carries 0.00; number 3, C, carries -0.04; number 4, H, carries 0.09; number 5, O, carries -0.03; number 6, C, carries 0.04; number 7, C, carries -0.07; number 8, H, carries 0.11

***

3.
The ion C5H8N3O2 with charge +1 in a non-equilibrium geometry, computed with ωB97M-V with the def2-TZVPD basis set.

Geometry as XYZ:
```
18
C5H8N3O2, DFT ωB97M-V with the def2-TZVPD basis set
C 0.94750 0.57668 -0.71672
C -1.29364 1.47540 -0.39693
H 0.15028 -0.64994 -2.12377
H 1.82881 -1.00571 -1.64844
H -2.06175 2.26681 -0.83267
N 0.90929 -0.66684 -1.47689
N -0.16811 1.46169 -1.00041
C 1.10101 -0.26156 0.64656
C -1.93672 0.59028 0.60250
H -1.90862 -1.05956 1.78645
O 2.20094 1.23498 -0.75311
H 2.48716 -1.06218 1.81187
H 0.05117 -1.39558 2.03017
O 2.26011 -0.58879 0.98519
H -2.94211 0.66374 0.81949
H 2.06386 2.03607 -1.33208
C -1.37238 -0.45956 1.19679
N 0.02553 -0.73829 1.25066
```

Summary:
- orbital gap (eV) = 9.37
- charge = +1
- SMILES string = N[C@@]1(O)N=CC=C[NH+]=C1O
- multiplicity = 1

Atomic partial charges in e from the Löwdin method, atoms 1 to 8: number 1, C, carries -0.50; number 2, C, carries -0.09; number 3, H, carries 0.11; number 4, H, carries 0.11; number 5, H, carries 0.16; number 6, N, carries 0.17; number 7, N, carries 0.15; number 8, C, carries -0.23

***

4.
The ion C5H8N3O3S with charge -1 in a non-equilibrium geometry, computed with ωB97M-V with the def2-TZVPD basis set.

Geometry as XYZ:
```
20
C5H8N3O3S, DFT ωB97M-V with the def2-TZVPD basis set
H 0.34415 1.53024 4.59310
H 0.52955 -2.76158 -3.20951
H -0.82885 2.53454 3.82830
C -0.24456 -0.35034 0.18953
O -2.26149 0.50850 1.69097
C 0.20740 -1.80152 -3.00023
H -0.86113 -1.91335 -2.82234
H 0.51632 -1.00814 -3.55475
C 0.70845 -1.49924 -1.49300
S -0.88590 0.82904 1.26828
H 0.65508 1.83081 -1.32919
N -0.39100 -1.68999 0.39817
H -1.07980 0.73590 4.27194
C 0.48368 -0.10278 -0.98777
N 0.08100 -2.37185 -0.53953
H 1.83725 -1.77535 -1.70227
O -0.68373 2.17272 0.86139
C -0.52469 1.44630 3.87948
N 0.96282 0.92103 -1.61969
O 0.00522 0.78190 2.71660
```

Summary:
- orbital gap (eV) = 7.57
- charge = -1
- SMILES string = [H]/N=C1\C(=[S@](=O)([O-])OC)N=N[C@H]1C
- multiplicity = 1

Atomic partial charges in e from the Löwdin method, atoms 1 to 8: number 1, H, carries 0.09; number 2, H, carries 0.03; number 3, H, carries 0.11; number 4, C, carries -0.37; number 5, O, carries -0.34; number 6, C, carries -0.03; number 7, H, carries 0.07; number 8, H, carries 0.02

***

5.
A cluster of 2 separate species, C5H8N4 in total in a non-equilibrium geometry, computed with ωB97M-V with the def2-TZVPD basis set.

Geometry as XYZ:
```
17
C5H8N4, DFT ωB97M-V with the def2-TZVPD basis set
N -1.14137 -0.03458 -0.61352
C -2.60898 1.49354 -0.68257
H 0.96905 1.68871 0.21650
H -0.37085 -1.73008 0.85500
C 0.42165 -1.62055 0.15335
C 1.66964 -2.18140 0.28247
H 2.67881 2.01781 0.61329
H 1.36245 1.44073 1.80941
H 0.34158 -0.74263 -1.75401
N -1.39626 1.19544 -1.17604
N -3.02561 0.51386 0.20325
C 1.74995 1.67205 0.87499
C 0.02612 -0.69544 -0.80204
H 1.91682 -3.04244 0.90391
N -2.15103 -0.44260 0.26534
H 2.65449 -1.97299 -0.19911
H -3.09645 2.44056 -0.95022
```

Summary:
- orbital gap (spin up / spin down) (eV) = 7.65 / 8.10
- multiplicity = 1

Atomic partial charges in e from the Löwdin method, atoms 1 to 8: number 1, N, carries -0.17; number 2, C, carries -0.18; number 3, H, carries -0.07; number 4, H, carries 0.08; number 5, C, carries -0.17; number 6, C, carries 0.04; number 7, H, carries -0.03; number 8, H, carries -0.02

***

6.
The ion C5H8N4 with charge +2 in a non-equilibrium geometry, computed with ωB97M-V with the def2-TZVPD basis set.

Geometry as XYZ:
```
17
C5H8N4, DFT ωB97M-V with the def2-TZVPD basis set
C 2.72352 -0.25816 -0.16288
C 1.01746 -0.64757 -0.53427
N -0.79309 -0.62849 1.67121
H -1.31013 1.31382 0.88631
N 3.77443 0.16115 -0.07341
H -0.54563 -2.79677 1.49847
N 0.54837 -1.78711 0.22183
H 0.80228 2.35836 -0.76382
H -0.05100 1.42928 -2.10148
C -0.28923 -1.80926 1.17042
C -0.65888 0.42627 0.84959
H -0.96700 2.14091 -0.74440
H -1.54596 -0.72467 2.38784
H 1.00117 -0.67488 -1.68710
N 0.09984 0.47404 -0.18035
H 0.82829 -2.62388 -0.30095
C -0.04086 1.66636 -1.05895
```

Summary:
- orbital gap (eV) = 9.85
- charge = +2
- SMILES string = CN1C=[NH+]C=[NH+][C@@H]1C#N
- multiplicity = 1

Atomic partial charges in e from the Löwdin method, atoms 1 to 8: number 1, C, carries -0.05; number 2, C, carries -0.06; number 3, N, carries 0.21; number 4, H, carries 0.20; number 5, N, carries 0.19; number 6, H, carries 0.20; number 7, N, carries 0.17; number 8, H, carries 0.16

***

7.
The molecule C5H8N4O2 in a non-equilibrium geometry, computed with ωB97M-V with the def2-TZVPD basis set.

Geometry as XYZ:
```
19
C5H8N4O2, DFT ωB97M-V with the def2-TZVPD basis set
N 2.33467 -0.16111 -0.13161
N -0.60456 1.29424 -1.54456
H -1.65469 1.41124 -1.54829
H -1.73077 -2.55203 0.43972
C -1.25631 0.01005 0.61256
O -1.49250 0.98843 1.53229
O 0.14948 -0.92670 2.25715
C 0.45348 1.81352 -2.16198
H -0.81152 0.73986 2.26048
N -0.86055 -2.44503 0.89003
H 3.16244 0.44526 -0.30423
N 1.56315 1.30729 -1.67502
H 2.47814 -0.73586 0.62965
H 0.45734 2.66694 -2.96655
H -2.20479 -0.33121 0.18692
C -0.56130 -1.19110 1.31624
H -0.51363 -3.20675 1.42411
C -0.13715 0.43991 -0.57276
C 1.22908 0.43306 -0.64413
```

Summary:
- orbital gap (eV) = 8.25
- SMILES string = NC(=O)[C@@H](O)c1[nH]cnc1N
- multiplicity = 1

Atomic partial charges in e from the Löwdin method, atoms 1 to 8: number 1, N, carries 0.12; number 2, N, carries 0.05; number 3, H, carries 0.18; number 4, H, carries 0.09; number 5, C, carries -0.26; number 6, O, carries -0.02; number 7, O, carries 0.07; number 8, C, carries -0.23

***

8.
A cluster of 2 separate species, C5H8NO in total in a non-equilibrium geometry, computed with ωB97M-V with the def2-TZVPD basis set.

Geometry as XYZ:
```
15
C5H8NO, DFT ωB97M-V with the def2-TZVPD basis set
C 0.37581 0.63943 0.82441
C -0.03029 0.58018 -0.64099
H -1.00049 -2.29094 0.55290
C -1.24698 1.32741 -1.16994
H -2.21094 1.04948 -0.63124
O -1.00782 -2.58365 2.42158
H -1.51429 1.45658 -2.24325
H 0.23337 1.57032 1.35186
H 2.21186 -1.17082 -2.79033
C 0.82244 -0.10355 -1.51677
N -0.48529 -2.00327 1.39548
C 1.44038 -0.85299 -2.21921
H -1.04410 2.36505 -0.76235
H -0.10532 -0.10366 1.44084
H 1.34376 0.20066 0.83450
```

Summary:
- orbital gap (spin up / spin down) (eV) = 4.40 / 3.49
- charge = -1
- multiplicity = 1

Atomic partial charges in e from the Löwdin method, atoms 1 to 8: number 1, C, carries -0.15; number 2, C, carries -0.43; number 3, H, carries 0.06; number 4, C, carries -0.16; number 5, H, carries 0.05; number 6, O, carries -0.16; number 7, H, carries 0.06; number 8, H, carries 0.04